Model i:
21
Properties=species:S:1:pos:R:3:mulliken_charge:R:1 method="wB97M-V/def2-TZVPD" total_charge=0 e_homo_ev=-9.896 smiles="CC1(C)C[C@@]1(C)OC=O" gap_ev=10.776
C -0.735 -0.371 0.084 1.489
H -1.589 1.377 1.199 0.281
H -0.315 2.339 -0.754 0.400
C 0.611 1.838 -0.492 -1.633
H -1.046 -0.446 -2.036 0.319
H -0.759 0.156 2.250 0.305
H -2.479 -0.815 -1.074 0.440
C -1.601 -0.175 -1.140 -1.624
C 0.342 0.642 0.390 1.155
H -1.390 -2.364 0.528 0.471
C 2.435 -0.427 0.243 0.059
H 1.119 1.528 -1.403 0.350
H -1.935 0.853 -1.237 0.328
O 2.386 -0.604 -0.938 -0.465
H 1.248 2.543 0.042 0.386
H 3.285 -0.736 0.879 0.384
H 0.074 -2.285 -0.459 0.337
O 1.534 0.152 1.012 -0.351
H 0.153 -1.941 1.272 0.365
C -0.454 -1.829 0.377 -1.812
C -0.881 0.565 1.258 -1.185

=====

Model ii:
21
Properties=species:S:1:pos:R:3:mulliken_charge:R:1 method="wB97M-V/def2-TZVPD" total_charge=0 e_homo_ev=-7.902 gap_ev=8.284
H 0.130 -2.082 0.269 0.356
C -0.434 -1.523 1.019 -1.528
C -0.944 0.949 1.254 -1.219
H -1.494 -1.624 0.780 0.340
C 0.020 -0.082 1.064 1.339
H -0.648 1.901 1.682 0.376
C 1.431 0.117 1.561 -1.421
H 1.710 1.168 1.581 0.331
H 2.135 -0.388 0.897 0.324
O 0.928 1.519 -0.783 -0.864
C -0.170 -0.282 -2.701 -0.251
H -1.061 1.528 -0.164 0.081
O 0.995 0.234 -3.128 -0.566
H -2.003 0.712 1.295 0.341
H 1.544 -0.305 2.564 0.406
H -0.635 -0.928 -3.437 0.363
H -1.704 -0.524 -1.284 0.370
C -0.095 0.834 -0.525 1.219
C -0.755 -0.065 -1.514 -0.796
H 1.314 0.841 -2.420 0.382
H -0.265 -2.000 1.988 0.419

=====

Model iii:
21
Properties=species:S:1:pos:R:3:mulliken_charge:R:1 method="wB97M-V/def2-TZVPD" total_charge=0 e_homo_ev=-8.194 smiles=C[C@H]1[C@@]2(C)C(O)(O)[C@@]12C gap_ev=8.908
C -0.523 -0.260 1.098 -0.149
H 1.326 -2.310 0.664 0.363
C 1.787 -1.341 0.465 -1.449
H 1.759 -0.020 -2.006 0.351
H -1.212 -0.564 -2.528 0.343
H 2.477 -1.121 1.282 0.338
H 2.352 -1.425 -0.464 0.271
C -1.508 -0.631 -1.479 -1.301
H -1.084 0.767 2.871 0.390
H -0.835 -1.242 1.456 0.396
O 1.582 0.869 -1.688 -0.620
C 0.741 -0.274 0.373 0.725
H -1.733 -1.673 -1.245 0.286
C -1.216 0.872 1.793 -1.307
H -2.426 -0.051 -1.333 0.266
O 0.464 2.190 -0.215 -0.553
H -0.826 1.838 1.492 0.282
H 0.906 2.779 -0.839 0.335
C -0.403 -0.127 -0.642 0.179
H -2.288 0.850 1.574 0.274
C 0.660 0.875 -0.630 0.583

=====

Model iv:
21
Properties=species:S:1:pos:R:3:mulliken_charge:R:1 method="wB97M-V/def2-TZVPD" total_charge=0 e_homo_ev=-8.372 smiles="CC(=O)[C@H](O)C=C(C)C" gap_ev=9.117
O -1.713 0.831 -1.134 -0.625
H 3.040 -0.973 0.038 0.369
H -1.514 -1.958 -0.012 0.282
H -2.458 -1.183 1.249 0.334
C 1.068 -0.128 -0.108 1.233
C 2.005 -1.304 -0.073 -1.604
H 0.289 -0.606 1.776 0.270
H 0.558 0.862 -1.939 0.309
O -0.628 2.388 0.623 -0.604
H -1.322 1.060 2.061 0.423
C -1.480 0.163 -0.145 0.987
H 1.786 -1.979 0.753 0.397
H 2.283 0.644 -1.707 0.456
C 0.324 0.150 1.000 -0.615
H -3.087 -1.215 -0.388 0.413
H 1.942 -1.860 -1.011 0.371
C -0.780 1.112 1.116 -0.330
C 1.352 0.873 -1.189 -1.387
C -2.176 -1.119 0.200 -1.390
H 1.448 1.884 -0.800 0.313
H -0.936 2.358 -0.309 0.399

=====

model i comes first in stability; the runner-up is 138.0 kJ/mol higher.

=====

Model i:
11
Properties=species:S:1:pos:R:3:mulliken_charge:R:1 method="wB97M-V/def2-TZVPD" total_charge=0 e_homo_ev=-9.162 smiles="C1=CCOC1" gap_ev=10.292
H -1.170 1.341 0.882 0.213
O -1.241 -0.396 -0.266 -0.353
H 1.316 1.768 -0.181 0.385
C 1.059 -0.367 0.024 -0.301
H -0.119 -2.083 -0.644 0.256
H 2.073 -0.737 0.130 0.378
C -0.160 -1.251 0.072 -0.387
H -0.308 -1.685 1.076 0.224
H -1.295 1.563 -0.880 0.269
C -0.831 0.951 -0.095 -0.381
C 0.676 0.895 -0.119 -0.303

=====

Model ii:
11
Properties=species:S:1:pos:R:3:mulliken_charge:R:1 method="wB97M-V/def2-TZVPD" total_charge=0 e_homo_ev="-8.379 / -7.031" smiles="C=CC(=C)O" gap_ev="8.384 / 6.861"
H 0.360 -1.372 0.203 0.193
C 1.279 -0.234 1.134 -0.928
C -1.454 -0.513 -1.106 -0.678
C 0.390 0.471 0.318 0.588
H 1.126 -0.328 2.208 0.302
O 0.405 1.813 0.137 -0.485
H -1.759 -1.405 -1.641 0.263
H -0.213 2.038 -0.574 0.337
H 2.318 -0.307 0.828 0.305
C -0.284 -0.469 -0.470 -0.132
H -2.168 0.305 -1.036 0.234

=====

model i comes first in stability; the runner-up is 412.0 kJ/mol higher.

=====

Model i:
11
Properties=species:S:1:pos:R:3:mulliken_charge:R:1 method="wB97M-V/def2-TZVPD" total_charge=0 e_homo_ev=-9.067 gap_ev=9.093
C 1.884 -0.511 0.086 -0.357
H 0.555 -2.137 0.467 0.242
C -1.623 0.627 -0.281 -0.653
C 0.974 -1.204 0.839 0.029
H -2.121 -0.116 -0.928 0.259
H 1.909 1.289 -1.304 0.403
H -2.244 0.755 0.622 0.230
C 1.660 0.487 -0.632 -0.162
H -1.661 1.592 -0.813 0.221
H 0.958 -1.076 1.920 0.240
O -0.290 0.292 0.023 -0.452

=====

Model ii:
11
Properties=species:S:1:pos:R:3:mulliken_charge:R:1 method="wB97M-V/def2-TZVPD" total_charge=0 e_homo_ev="-8.295 / -8.295" gap_ev="8.288 / 8.289"
H 0.540 0.034 1.477 0.337
H -0.667 1.402 -1.033 0.236
C 1.428 -0.393 -0.663 -0.116
C 0.329 0.075 0.389 0.149
O 2.124 0.351 0.054 -0.342
H -0.980 -1.078 -0.939 0.248
C -0.964 -0.543 0.005 -0.642
H 1.815 -1.461 -0.735 0.201
H -1.260 1.566 0.692 0.235
C -0.761 0.953 -0.053 -0.569
H -1.518 -0.979 0.818 0.263

=====

Model iii:
11
Properties=species:S:1:pos:R:3:mulliken_charge:R:1 method="wB97M-V/def2-TZVPD" total_charge=0 e_homo_ev="-8.391 / -8.545" gap_ev="8.774 / 8.911"
H -0.359 0.139 -1.774 0.283
H 1.648 -0.965 -0.376 0.302
C -0.430 0.212 -0.670 -0.379
O -2.415 -0.005 -0.080 -0.392
C -1.191 -0.733 0.115 -0.013
C -1.285 0.721 0.418 -0.169
H -1.115 -1.591 0.686 0.362
C 1.979 -0.004 -0.003 -0.853
H 1.909 0.151 1.024 0.290
H 2.385 0.758 -0.669 0.289
H -1.126 1.318 1.328 0.279

=====

Model iv:
11
Properties=species:S:1:pos:R:3:mulliken_charge:R:1 method="wB97M-V/def2-TZVPD" total_charge=0 e_homo_ev=-9.750 gap_ev=10.326
H 0.455 2.257 -0.124 0.379
H 0.581 -0.356 -2.006 -0.180
H -0.073 -1.656 0.163 0.209
H -1.674 0.525 -0.851 0.361
C 0.166 1.251 0.167 -0.317
H -1.080 -1.034 1.499 0.247
C 0.742 0.226 1.088 0.494
O 1.683 0.150 1.829 -0.566
C -0.401 -0.751 0.688 -0.298
C -0.830 0.421 -0.177 -0.517
H 0.430 -1.032 -2.277 0.189

=====

model iv comes first in stability; the runner-up is 249.6 kJ/mol higher.

=====

Model i:
11
Properties=species:S:1:pos:R:3:mulliken_charge:R:1 method="wB97M-V/def2-TZVPD" total_charge=0 e_homo_ev=-9.455 smiles="C=C=COC" gap_ev=10.516
C 0.791 0.566 -0.363 -0.316
H -1.550 -0.080 -0.960 0.312
H -2.329 1.002 0.220 0.224
C 1.340 -1.620 0.940 -0.643
H -1.745 1.661 -1.333 0.227
O -0.321 1.226 0.111 -0.322
H 1.863 -1.553 1.890 0.235
C -1.544 0.933 -0.538 -0.582
H 1.345 1.046 -1.170 0.329
C 1.141 -0.552 0.220 0.294
H 0.957 -2.590 0.634 0.242

=====

Model ii:
11
Properties=species:S:1:pos:R:3:mulliken_charge:R:1 method="wB97M-V/def2-TZVPD" total_charge=0 e_homo_ev=-9.892 smiles="C#CC.C=O" gap_ev=10.906
H -1.337 0.909 1.645 0.297
C -0.910 -0.112 1.688 -0.217
C -1.159 0.283 -1.148 -0.176
H 1.818 0.451 0.029 0.284
H 1.986 0.339 -1.739 0.315
H 1.736 -1.127 -0.765 0.286
H -2.210 0.452 -1.231 0.359
C 1.470 -0.070 -0.869 -1.160
C 0.029 0.113 -1.043 0.139
H -1.601 -0.924 1.386 0.299
O 0.218 -0.327 2.055 -0.426

=====

Model iii:
11
Properties=species:S:1:pos:R:3:mulliken_charge:R:1 method="wB97M-V/def2-TZVPD" total_charge=0 e_homo_ev="-7.618 / -9.840" gap_ev="7.218 / 9.629"
C -0.606 -0.020 -0.596 0.305
H -1.183 -1.492 0.816 0.216
H -1.636 0.056 1.413 0.254
H 0.010 -0.625 -2.386 0.323
C -0.966 -0.474 0.780 -0.660
C 1.620 0.176 0.789 -0.686
H 2.267 0.540 0.048 0.277
H 1.895 0.009 1.914 0.225
H -1.045 2.234 -1.172 0.043
C 0.424 -0.109 0.321 0.112
O -0.780 -0.296 -1.926 -0.409

=====

Model iv:
11
Properties=species:S:1:pos:R:3:mulliken_charge:R:1 method="wB97M-V/def2-TZVPD" total_charge=0 e_homo_ev=-8.469 gap_ev=9.530
H -0.949 -1.464 1.338 0.313
C -0.058 0.169 0.215 0.375
C 1.403 -0.047 -0.109 -0.217
H 2.168 0.210 0.628 0.210
C -0.009 1.164 -0.668 -0.338
C -1.204 -0.687 0.619 -1.128
H -0.707 1.866 -1.109 0.369
H -2.030 -0.094 1.020 0.320
O 1.311 1.064 -1.059 -0.398
H 1.643 -1.001 -0.587 0.236
H -1.568 -1.180 -0.289 0.259

=====

model iv comes first in stability; the runner-up is 42.8 kJ/mol higher.